(1)
The following is a quantum chemistry calculation of C23H19BrMnN6O2S as an isolated structure in a non-equilibrium geometry, from the OMol25 dataset.

Values from the calculation:
LUMO level (spin up / spin down) in eV: -4.0 / -3.9
HOMO-LUMO gap (spin up / spin down) in eV: 6.55 / 6.74
⟨S²⟩: 6.075
ΔE to the lowest compared entry with this formula, charge and spin in kcal per mole: 10.6
HOMO energy (spin up / spin down) in eV: -10.510 / -10.654
E in eV: -149390.0810

The geometry in ORCA input format:
```
! wB97M-V def2-TZVPD RIJCOSX def2/J DEFGRID3
* xyz 1 5
Mn -0.05756 -0.34368 -0.63825
N -3.45873 -3.02267 -0.10570
C -2.41767 -2.18150 -0.07135
S -1.60729 -1.84365 -1.57337
N -2.09641 -1.71251 1.12410
N -1.06205 -0.83532 1.04224
C -0.37837 -0.55341 2.09095
C 0.73559 0.41088 1.96001
C 1.56111 0.70163 3.02960
C 2.59949 1.60488 2.81682
C 2.77624 2.16303 1.56119
C 1.92054 1.78778 0.53219
N 0.91705 0.93899 0.73631
H -3.72237 -3.48404 -0.95620
H -3.91037 -3.27572 0.75690
H -0.55311 -1.03056 3.04996
H 1.40894 0.23129 3.99078
H 3.26775 1.85871 3.62902
H 3.57283 2.86526 1.36278
H 2.03498 2.15702 -0.47989
N -1.34170 1.50279 -1.35117
C -0.58277 2.05061 -2.45614
C -0.93576 3.23989 -3.07128
C -0.21816 3.71726 -4.15990
C 0.84205 2.97095 -4.64475
C 1.20968 1.77534 -4.03754
C 2.29439 0.95161 -4.54045
C 2.61753 -0.19663 -3.95554
C 1.91535 -0.68039 -2.73809
N 0.88020 0.14088 -2.24869
C 0.51187 1.31471 -2.91174
H -2.21659 1.11088 -1.68271
H -1.56789 2.22249 -0.67502
H -1.79386 3.78780 -2.69948
H -0.49972 4.64695 -4.63319
H 1.39733 3.31094 -5.51019
H 2.83031 1.28402 -5.42102
H 3.41595 -0.82044 -4.33320
H 1.61581 -1.72924 -2.81025
Br 4.03839 -2.27329 4.44948
C 4.50076 -1.81187 2.67979
C 5.80901 -1.46919 2.36978
C 6.13568 -1.10872 1.06931
C 5.16012 -1.07412 0.08508
C 3.85634 -1.42721 0.41236
C 3.51930 -1.80652 1.70698
C 2.75583 -1.34441 -0.57886
O 3.05917 -0.76735 -1.70603
O 1.60611 -1.70959 -0.29556
H 6.56797 -1.48510 3.14004
H 7.15716 -0.84801 0.82919
H 5.40402 -0.77616 -0.92502
H 2.50617 -2.09881 1.93578
*
```

natural (NBO) population analysis, charges in e, atoms 1 to 6: atom 1 (Mn): 1.363, atom 2 (N): -0.752, atom 3 (C): 0.300, atom 4 (S): -0.152, atom 5 (N): -0.393, atom 6 (N): -0.299

(2)
The following is a quantum chemistry calculation of C23H19ClIN3OPtS as an isolated structure in a non-equilibrium geometry, from the OMol25 dataset.

Values from the calculation:
LUMO level in eV: -1.3
HOMO-LUMO gap in eV: 6.05
ΔE to the lowest compared entry with this formula, charge and spin in kcal per mole: 34.3
HOMO energy in eV: -7.380
E in eV: -65380.9511

The geometry in ORCA input format:
```
! wB97M-V def2-TZVPD RIJCOSX def2/J DEFGRID3
* xyz 0 1
Pt -0.29121 -0.16469 0.02871
C -5.28420 -1.52537 -2.05315
C -5.33651 -2.04165 -0.76464
C -4.26021 -1.92340 0.08508
C -3.08794 -1.27683 -0.35054
C -3.04091 -0.76552 -1.65276
C -4.12743 -0.89164 -2.49065
N -2.01473 -1.12281 0.48138
N -2.14583 -1.56187 1.70728
C -1.08982 -1.33875 2.49973
C -1.08666 -1.68486 3.86074
C 0.01675 -1.39062 4.62773
C 1.14084 -0.79912 4.06532
C 1.16404 -0.46553 2.70850
C 0.05821 -0.71698 1.93880
H -6.14135 -1.60708 -2.70507
H -6.23052 -2.54195 -0.41939
H -4.28446 -2.30745 1.09211
H -2.13776 -0.25832 -1.97364
H -4.08433 -0.48830 -3.49316
H -1.96551 -2.15856 4.27193
H 0.00309 -1.61719 5.68493
H 2.00170 -0.58386 4.67904
H 2.05298 -0.02055 2.28522
Cl 1.30603 6.59541 1.14565
C 1.34063 4.90103 0.77823
C 2.52993 4.30496 0.42483
C 2.55926 2.95859 0.10002
I 4.36666 2.02294 -0.43925
C 1.42467 2.13759 0.09400
O 1.50282 0.90347 -0.24417
C 0.19071 2.77579 0.48169
N -0.92680 2.02633 0.51884
C -2.07350 2.53234 0.90892
C -2.20403 3.88213 1.25954
C -1.09507 4.68455 1.22642
C 0.15037 4.15348 0.83539
H 3.43735 4.88702 0.40585
H -2.91658 1.85828 0.95423
H -3.16792 4.26792 1.54967
H -1.14630 5.72316 1.51198
C 1.42054 1.76986 -3.29327
S 0.12577 0.62741 -2.75234
C -0.83749 0.59492 -4.30241
H 0.97959 2.74260 -3.49825
H 1.89203 1.36464 -4.18436
H 2.14719 1.83897 -2.49417
H -0.16541 0.35053 -5.12025
H -1.28109 1.57300 -4.47078
H -1.61084 -0.16186 -4.21743
*
```

natural (NBO) population analysis, charges in e, atoms 1 to 6: atom 1 (Pt): 0.823, atom 2 (C): -0.199, atom 3 (C): -0.204, atom 4 (C): -0.220, atom 5 (C): 0.175, atom 6 (C): -0.225

(3)
The following is a quantum chemistry calculation of C23H19EuN8O3S3 as an isolated structure in a non-equilibrium geometry, from the OMol25 dataset.

Values from the calculation:
LUMO level (spin up / spin down) in eV: 1.7 / 1.7
HOMO-LUMO gap (spin up / spin down) in eV: 5.17 / 5.22
⟨S²⟩: 15.761
ΔE to the lowest compared entry with this formula, charge and spin in kcal per mole: 24.6
HOMO energy (spin up / spin down) in eV: -3.442 / -3.503
E in eV: -94057.2556

The geometry in ORCA input format:
```
! wB97M-V def2-TZVPD RIJCOSX def2/J DEFGRID3
* xyz -1 8
Eu 0.05380 -0.38745 0.10089
S 3.44968 -0.59747 1.37798
C 3.04171 -1.21865 -0.10776
C 3.58622 -0.75880 -1.32287
C 3.28517 -1.30180 -2.55766
C 3.82172 -0.70362 -3.69334
N 4.32222 -0.19244 -4.63018
C 2.32476 -2.35321 -2.65604
C 1.60003 -2.63151 -1.50917
C 2.00308 -2.22987 -0.16797
S 1.06196 -2.72056 1.14837
C 2.11404 -3.03348 -3.82287
N 1.97735 -3.63688 -4.81688
H 4.27484 0.07248 -1.24607
H 0.79449 -3.38507 -1.50582
N 4.92229 5.18864 3.69760
C 4.08668 4.80636 2.69177
C 4.53108 3.91948 1.70132
C 3.64424 3.50134 0.72239
C 2.26008 3.65916 0.93144
C 1.77647 4.63732 1.86553
C 2.70026 5.23479 2.71729
S 1.10680 2.73116 0.12759
O 0.21622 3.66218 -0.51112
O 1.60533 1.61682 -0.72098
N 0.37305 1.93304 1.41401
C -0.94797 2.14202 1.61048
N -1.78401 1.13505 1.08964
C -3.09176 1.21275 1.24362
C -3.67196 2.20974 2.00233
C -2.78311 3.22290 2.43166
N -1.47857 3.11565 2.32182
H 5.92113 4.96134 3.76578
H 4.60790 5.79407 4.42648
H 5.53978 3.58165 1.65772
H 3.98207 2.96506 -0.17103
H 0.67066 4.79450 2.00890
H 2.46569 6.09468 3.36885
H -3.69616 0.51312 0.65547
H -4.75586 2.18905 2.20722
H -3.14973 4.12650 2.93532
N -1.67985 -1.31228 -1.12079
C -2.59719 -2.07683 -0.94016
N -3.40916 -3.06874 -1.17793
C -4.41304 -3.50519 -0.18586
C -4.96858 -4.91962 -0.32248
O -5.08945 -5.36002 -1.71114
C -3.80769 -5.16619 -2.35840
C -3.51525 -3.67264 -2.51901
H -5.26781 -2.83934 -0.20791
H -3.93491 -3.35991 0.80860
H -5.97088 -4.93307 0.10747
H -4.36575 -5.63115 0.20094
H -3.92509 -5.57748 -3.37918
H -3.02895 -5.74595 -1.85355
H -4.24172 -3.09238 -3.13158
H -2.54636 -3.60921 -2.99072
*
```

natural (NBO) population analysis, charges in e, atoms 1 to 6: atom 1 (Eu): 1.323, atom 2 (S): -0.300, atom 3 (C): -0.229, atom 4 (C): -0.166, atom 5 (C): -0.174, atom 6 (C): 0.317

(4)
The following is a quantum chemistry calculation of C23H19F5NO4SbSe4Ti as an isolated structure, from the OMol25 dataset.

Values from the calculation:
LUMO level (spin up / spin down) in eV: 4.1 / 3.7
HOMO-LUMO gap (spin up / spin down) in eV: 5.34 / 5.94
⟨S²⟩: 2.024
ΔE to the lowest compared entry with this formula, charge and spin in kcal per mole: 0.0
HOMO energy (spin up / spin down) in eV: -1.240 / -2.249
E in eV: -338471.3148

The geometry in ORCA input format:
```
! wB97M-V def2-TZVPD RIJCOSX def2/J DEFGRID3
* xyz -2 3
Ti 0.07893 -0.32270 -0.38120
O 1.83270 2.85334 1.58820
C 0.96058 1.94254 1.18128
O 1.26901 1.15928 0.22511
C -0.31991 1.80487 1.74154
C -1.00539 2.59184 2.69557
C -2.34346 2.36992 2.88178
C -3.03834 1.39554 2.11757
C -2.30392 0.65990 1.21456
N -1.00023 0.82850 1.06024
C -2.83082 -0.40119 0.26689
O -4.01393 -0.69700 0.24313
O -1.88689 -0.91746 -0.45120
H 2.61971 2.76840 0.99334
H -0.47491 3.36403 3.23572
H -2.88726 2.97018 3.60222
H -4.10228 1.23274 2.20197
C -0.24038 -2.51105 0.76135
C 0.70473 -2.62124 -0.27823
C 1.88811 -1.92531 0.13804
C 1.61204 -1.31745 1.36869
C 0.28746 -1.65064 1.74673
C -0.37688 -1.32331 3.04748
C 2.60787 -0.54032 2.16758
C 3.25787 -2.02991 -0.45400
C 0.54579 -3.45961 -1.51304
C -1.53476 -3.24832 0.85712
H -1.44641 -1.14916 2.92543
H 0.05095 -0.42615 3.49579
H -0.25837 -2.14517 3.76164
H 3.18867 0.12891 1.53142
H 3.31080 -1.21716 2.66532
H 2.12417 0.06373 2.93772
H 3.79215 -1.07990 -0.39854
H 3.22924 -2.33548 -1.49607
H 3.83576 -2.77000 0.11393
H 1.23751 -3.13901 -2.29176
H -0.46443 -3.37198 -1.91734
H 0.73429 -4.51733 -1.29950
H -2.26383 -2.71315 1.46387
H -1.36455 -4.22688 1.32139
H -1.98196 -3.40308 -0.12274
F -1.33161 -0.86809 -3.13835
C -1.48275 0.46490 -2.94678
C -0.91363 1.06420 -1.83107
C -1.14708 2.42061 -1.74074
F -0.71534 3.14031 -0.68381
C -1.85372 3.14166 -2.69369
F -2.05563 4.46660 -2.55486
C -2.37762 2.49774 -3.78968
F -3.07554 3.18320 -4.71669
C -2.19376 1.13265 -3.92051
F -2.71170 0.49164 -4.98503
Se 4.53084 1.96901 -0.34559
Sb 3.36329 1.51615 -2.50439
Se 4.83470 1.19253 -4.37121
Se 2.45964 3.77244 -2.08833
Se 1.64047 -0.25932 -2.63825
*
```

natural (NBO) population analysis, charges in e, atoms 1 to 6: atom 1 (Ti): 1.660, atom 2 (O): -0.694, atom 3 (C): 0.719, atom 4 (O): -0.739, atom 5 (C): -0.036, atom 6 (C): -0.161

(5)
The following is a quantum chemistry calculation of C23H19F6N4O6S4W as an isolated structure, from the OMol25 dataset.

Values from the calculation:
LUMO level (spin up / spin down) in eV: -3.2 / -3.7
HOMO-LUMO gap (spin up / spin down) in eV: 7.97 / 7.62
⟨S²⟩: 2.012
ΔE to the lowest compared entry with this formula, charge and spin in kcal per mole: 0.0
HOMO energy (spin up / spin down) in eV: -11.141 / -11.291
E in eV: -103872.3488

The geometry in ORCA input format:
```
! wB97M-V def2-TZVPD RIJCOSX def2/J DEFGRID3
* xyz 1 3
W 0.04752 0.41971 0.19852
C -3.24253 -0.10847 1.99740
C -3.07099 -0.48877 0.56698
N -2.01262 -0.30693 -0.20073
C -2.21433 -0.79429 -1.48101
C -3.42798 -1.35888 -1.68215
S -4.35220 -1.24805 -0.25588
C -1.13324 -0.61326 -2.43965
C -1.03883 -1.09937 -3.70053
S 0.38264 -0.50921 -4.43496
C 0.80413 0.33576 -3.01927
N -0.06704 0.17292 -2.04197
C 2.03840 1.16600 -2.95508
H -2.60598 -0.71800 2.63520
H -4.28275 -0.24199 2.28791
H -2.96496 0.93225 2.15595
H -3.82071 -1.79327 -2.58550
H -1.72361 -1.74799 -4.21974
H 2.27213 1.57082 -3.93880
H 2.88862 0.57719 -2.61114
H 1.87725 2.00277 -2.27727
O -0.32465 1.06211 4.19597
C 0.08431 1.00144 3.07198
O -0.44622 0.25732 2.10847
C 1.26119 1.78338 2.57366
C 2.04287 2.55446 3.40789
C 3.07305 3.28955 2.84280
C 3.27878 3.21968 1.47363
C 2.46813 2.40181 0.70998
N 1.47672 1.68764 1.25366
H 1.81536 2.57111 4.46410
H 3.70513 3.91315 3.46046
H 4.06304 3.78397 0.99069
H 2.61950 2.30145 -0.35312
F 4.24781 0.06742 1.53360
C 3.61888 -1.10215 1.49509
F 2.60139 -1.07884 2.36006
F 4.44999 -2.07416 1.81035
S 2.95829 -1.39022 -0.19941
O 2.00654 -0.26839 -0.37990
O 4.06503 -1.34293 -1.08424
N 2.28018 -2.77561 -0.14778
S 0.85209 -3.05230 0.45828
O -0.03422 -1.89079 0.33450
O 0.85345 -3.73942 1.69705
C 0.18602 -4.21330 -0.80614
F 0.90971 -5.31451 -0.82323
F 0.20040 -3.64704 -2.01042
F -1.06994 -4.49573 -0.47894
C -0.97778 2.30937 -0.12623
C -0.24963 3.60888 -0.04313
C -0.15776 4.32612 1.14838
C 0.56908 5.50552 1.21480
C 1.21177 5.99881 0.08772
C 1.10344 5.31206 -1.11353
C 0.37618 4.13219 -1.17545
H -1.42196 2.20876 -1.12127
H -1.80962 2.27246 0.58662
H -0.67161 3.96394 2.03259
H 0.62209 6.04892 2.14974
H 1.76755 6.92542 0.13758
H 1.57018 5.70574 -2.00748
H 0.26751 3.61775 -2.12487
*
```

natural (NBO) population analysis, charges in e, atoms 1 to 6: atom 1 (W): 1.888, atom 2 (C): -0.664, atom 3 (C): 0.128, atom 4 (N): -0.540, atom 5 (C): 0.183, atom 6 (C): -0.434

(6)
The following is a quantum chemistry calculation of C23H19F6N4O6S4W as an isolated structure, from the OMol25 dataset.

Values from the calculation:
LUMO level (spin up / spin down) in eV: -3.4 / -3.9
HOMO-LUMO gap (spin up / spin down) in eV: 7.62 / 7.38
⟨S²⟩: 2.015
ΔE to the lowest compared entry with this formula, charge and spin in kcal per mole: 11.7
HOMO energy (spin up / spin down) in eV: -11.009 / -11.302
E in eV: -103871.8436

The geometry in ORCA input format:
```
! wB97M-V def2-TZVPD RIJCOSX def2/J DEFGRID3
* xyz 1 3
W 0.52578 -0.32635 -0.33928
C -0.29764 0.05487 3.37042
C -0.16274 -1.26949 2.70851
N 0.24003 -1.51626 1.47881
C 0.32374 -2.88696 1.24435
C -0.02774 -3.66095 2.28902
S -0.47121 -2.67848 3.60609
C 0.80462 -3.32192 -0.05816
C 0.94269 -4.58003 -0.52173
S 1.53737 -4.54507 -2.11664
C 1.56451 -2.84321 -2.10892
N 1.16749 -2.33906 -0.96498
C 2.02265 -2.08269 -3.30887
H -0.68579 0.81027 2.69875
H 0.68111 0.38445 3.72563
H -0.96256 -0.01844 4.22946
H -0.04108 -4.73707 2.34898
H 0.73688 -5.50991 -0.01680
H 3.01090 -2.42426 -3.61677
H 2.07412 -1.02234 -3.09477
H 1.34018 -2.24310 -4.14492
O -2.09798 -1.65825 -3.13542
C -1.32557 -1.03633 -2.46317
O -1.04421 -1.27295 -1.19123
C -0.53688 0.12202 -3.02761
C -0.87473 0.70636 -4.22221
C -0.15932 1.82185 -4.63985
C 0.87294 2.29021 -3.84484
C 1.16508 1.63721 -2.66433
N 0.46989 0.56992 -2.25318
H -1.69442 0.28213 -4.78533
H -0.40728 2.31871 -5.56864
H 1.44762 3.16279 -4.12108
H 1.96717 1.97066 -2.02319
F 0.94201 4.91636 2.20353
C 1.15264 3.62209 2.24508
F 0.72847 3.11858 3.39523
F 2.44259 3.35816 2.09108
S 0.26908 2.82000 0.83916
O 0.85298 1.44248 0.88214
O 0.56303 3.55485 -0.34966
N -1.21606 2.82895 1.35430
S -2.20850 2.15602 0.30058
O -1.39442 1.29801 -0.57312
O -3.15029 3.02396 -0.30396
C -3.19215 0.98493 1.35802
F -4.37116 0.81712 0.79428
F -2.55132 -0.18640 1.42423
F -3.32830 1.48008 2.57937
C 2.71948 -0.18396 -0.40071
C 3.24188 -0.98964 0.76300
C 3.15222 -0.50172 2.06941
C 3.56402 -1.26511 3.15061
C 4.08632 -2.53768 2.95089
C 4.21923 -3.02068 1.65669
C 3.80765 -2.25034 0.57751
H 3.20247 -0.50208 -1.32214
H 2.95733 0.86916 -0.24259
H 2.76575 0.49802 2.23202
H 3.49378 -0.86173 4.15432
H 4.41831 -3.13022 3.79389
H 4.66096 -3.99472 1.48549
H 3.94277 -2.62826 -0.43188
*
```

natural (NBO) population analysis, charges in e, atoms 1 to 6: atom 1 (W): 1.928, atom 2 (C): -0.662, atom 3 (C): 0.123, atom 4 (N): -0.558, atom 5 (C): 0.111, atom 6 (C): -0.397